[1]
69
Properties=species:S:1:pos:R:3:forces:R:3 method="wB97M-V/def2-TZVPD" homo_lumo_gap_ev="4.440 / 6.388" fmax_ev_per_a=3.994 spin_multiplicity=2 homo_energy_ev="-0.62 / -2.57" charge=-2
Hg 0.131 -0.847 0.753 -1.54 3.64 -0.56
Br 2.406 4.485 4.679 -0.02 -0.05 -0.06
Br 0.145 -2.426 7.564 0.02 0.00 -0.08
S 1.332 0.170 -1.714 0.32 0.11 -0.09
S -1.513 -3.472 -0.582 -1.64 -0.62 -0.46
S 1.775 -3.450 0.197 1.61 -0.78 -0.03
O 0.941 -4.317 0.988 -0.14 0.11 -0.13
O -2.652 -2.844 -1.276 0.27 -0.19 -0.01
O 1.648 5.994 -5.133 -0.08 0.05 0.00
O -1.793 -4.848 -0.251 0.45 0.11 0.08
O 1.802 -2.025 0.617 2.14 -1.96 -0.35
O 3.132 -3.952 0.045 -0.20 0.26 -0.17
O -0.017 6.490 -3.754 0.37 -0.29 -0.22
O -1.100 -2.628 0.548 -0.91 -1.44 -0.15
N -1.762 -0.206 -0.957 -0.07 0.11 -0.33
N 0.284 -1.450 3.019 0.18 0.12 0.75
N -2.214 -0.264 1.940 -0.18 -0.08 0.31
N 0.987 0.927 2.004 0.10 0.18 0.50
C 1.092 1.727 -2.410 0.05 -0.44 0.09
C -3.831 0.434 0.228 0.39 0.28 -0.05
C 1.690 -3.212 -3.812 0.05 -0.07 0.04
C -3.216 0.728 1.592 -0.31 0.05 0.02
C 1.133 -3.384 -1.485 0.44 0.00 0.49
C 1.793 2.056 -3.591 0.05 0.01 -0.06
C 0.532 -0.748 5.310 0.00 0.10 0.06
C 0.062 -3.054 4.769 -0.09 -0.09 0.10
C 0.883 4.298 -3.602 -0.03 -0.61 0.34
C 2.081 -3.254 -2.486 0.02 -0.10 -0.15
C 0.592 -0.462 3.917 -0.12 -0.20 -0.13
C 1.915 3.128 2.195 0.05 0.18 0.15
C 1.841 3.017 3.592 0.00 -0.06 0.06
C 0.242 2.719 -1.877 0.05 -0.21 0.07
C -0.202 -3.425 -1.811 -0.56 0.00 0.48
C 1.465 2.036 1.478 0.04 0.27 -0.15
C 0.772 5.649 -4.131 -0.22 0.62 -0.09
C 0.260 -2.028 5.693 0.03 0.00 0.04
C -0.599 -3.409 -3.138 -0.08 0.03 -0.17
C 0.348 -3.318 -4.144 -0.07 0.02 0.07
C 1.392 1.881 4.189 0.03 0.15 0.15
C 0.144 3.958 -2.454 0.11 0.41 -0.36
C 0.976 0.792 3.379 -0.09 -0.07 -0.23
C 1.701 3.297 -4.161 -0.20 0.44 0.04
C 0.071 -2.680 3.428 -0.13 -0.30 0.32
C -2.895 0.706 -0.948 -0.23 -0.04 -0.01
H -0.317 2.483 -0.981 -0.06 0.01 0.04
H 2.263 3.486 -5.072 0.04 -0.11 -0.02
H -0.499 4.716 -2.026 -0.02 0.03 0.03
H -3.484 0.605 -1.879 0.05 0.18 0.13
H -0.117 -4.074 5.068 -0.01 -0.03 0.01
H 2.291 4.009 1.705 0.03 0.07 -0.06
H -4.730 1.043 0.099 -0.05 -0.05 0.03
H -2.129 -1.158 -1.090 0.11 0.36 -0.09
H -0.097 -3.416 2.652 -0.05 0.00 0.00
H -4.119 -0.619 0.195 -0.18 -0.09 -0.02
H -2.505 -1.194 1.654 0.07 0.00 0.12
H 1.495 2.071 0.399 0.00 -0.09 -0.20
H -2.042 -0.269 2.937 0.11 -0.11 -0.02
H 2.422 1.297 -4.031 0.06 -0.06 -0.03
H -2.517 1.732 -0.895 -0.13 0.02 -0.02
H -2.730 1.710 1.580 -0.10 0.04 -0.02
H 0.033 -3.309 -5.180 0.00 0.03 -0.02
H -1.175 0.005 -1.763 0.08 -0.13 0.21
H 1.373 1.797 5.264 0.01 0.05 0.04
H -4.031 0.770 2.340 0.14 0.06 -0.14
H -1.658 -3.450 -3.346 -0.01 0.02 -0.09
H 2.437 -3.100 -4.585 0.06 0.01 -0.09
H 3.115 -3.210 -2.185 0.12 0.05 -0.08
H 2.249 5.260 -5.314 -0.14 0.08 0.14
H 0.696 0.022 6.048 0.00 -0.01 0.03

=====

[2]
60
Properties=species:S:1:pos:R:3:forces:R:3 method="wB97M-V/def2-TZVPD" homo_lumo_gap_ev=6.490 fmax_ev_per_a=0.354 e_above_lowest_kj_mol=121.3 homo_energy_ev=-4.08 charge=-1
Os 0.758 -0.433 -0.376 -0.08 0.27 -0.21
Br 0.646 3.687 5.266 -0.01 -0.02 0.00
Br 1.834 5.619 2.852 0.00 0.00 0.00
Br -0.315 0.595 4.540 0.00 0.04 0.02
Br 2.057 4.373 -0.247 -0.01 -0.01 0.01
O -0.005 0.017 1.556 0.08 -0.02 0.13
O 1.066 1.568 -0.346 -0.05 -0.05 0.08
N -1.391 0.240 -0.962 -0.11 0.15 0.04
N -1.427 -2.773 0.629 -0.13 -0.21 -0.05
C -0.086 -0.574 -4.724 0.00 0.00 0.04
C 2.127 0.271 -4.475 0.00 0.01 0.00
C 0.967 2.055 0.872 0.00 -0.05 -0.04
C -0.200 -0.737 -3.335 0.04 0.03 -0.10
C 1.368 3.346 1.183 0.00 0.06 0.01
C -3.394 -2.772 -3.076 0.03 0.02 0.00
C -2.165 -2.292 -3.508 -0.02 -0.04 -0.02
C 2.976 -2.300 -0.129 -0.02 0.02 0.01
C -3.987 -2.219 -1.952 0.01 0.03 0.02
C 0.769 3.044 3.490 -0.01 -0.03 0.00
C -2.003 -2.213 3.107 -0.03 -0.01 0.00
C 2.531 -0.851 -0.173 0.22 -0.24 0.09
C 3.677 -2.644 -1.448 0.00 -0.01 0.01
C 0.353 1.736 3.182 -0.01 0.10 0.11
C 1.699 -3.129 0.022 0.04 0.06 0.06
C 2.012 0.122 -3.104 -0.01 -0.01 -0.01
C 1.068 -0.084 -5.302 0.00 -0.01 -0.02
C 0.865 -0.395 -2.470 0.00 -0.07 0.05
C -1.699 -2.552 1.721 0.18 0.08 -0.01
C 0.414 1.219 1.895 0.01 0.06 -0.07
C -1.500 -1.267 -2.841 0.03 -0.06 0.02
C 1.269 3.852 2.486 0.01 0.00 -0.03
C -2.108 -0.735 -1.701 -0.07 -0.06 0.02
C 3.919 -2.558 1.046 0.00 0.04 0.01
C -3.248 -1.333 3.209 0.02 -0.03 0.02
C -3.341 -1.199 -1.270 -0.01 0.01 -0.02
H -1.134 -1.682 3.499 -0.04 -0.05 -0.06
H 4.847 -1.992 0.927 0.00 0.00 0.01
H -3.083 -0.397 2.679 0.00 0.03 -0.01
H -1.138 1.056 -1.513 0.03 0.01 0.01
H 0.946 -2.818 -0.726 -0.04 -0.01 -0.02
H 3.038 0.676 -4.900 0.01 0.00 0.01
H 4.174 -3.620 1.116 0.01 0.00 -0.01
H -4.118 -1.834 2.783 0.00 0.02 0.00
H -3.785 -0.770 -0.378 0.00 0.01 0.00
H -3.456 -1.098 4.252 0.01 0.01 0.00
H 4.545 -1.997 -1.604 0.00 0.00 -0.01
H 1.870 -4.197 -0.142 -0.04 0.00 -0.06
H -0.935 -0.819 -5.352 0.00 0.00 -0.01
H -1.859 0.536 -0.113 -0.03 -0.06 0.00
H 2.998 -2.504 -2.291 0.00 0.00 0.00
H -1.688 -2.740 -4.372 -0.01 0.00 0.00
H 1.268 -3.001 1.015 0.02 -0.02 0.01
H 2.843 0.426 -2.479 0.01 0.00 -0.02
H -2.123 -3.140 3.670 -0.02 0.00 0.01
H 1.137 0.034 -6.377 -0.01 0.01 0.00
H -3.877 -3.582 -3.607 0.00 0.00 0.00
H 3.455 -2.253 1.986 0.00 -0.01 0.00
H 3.360 -0.123 -0.150 0.00 0.01 -0.03
H 4.022 -3.683 -1.441 0.00 0.00 0.00
H -4.943 -2.584 -1.598 0.00 0.00 0.00